Formula: C27H18BrMoN4O4S2
Source: OMol25
Level of theory: ωB97M-V/def2-TZVPD

orbital gap (spin up / spin down): 4.59 / 4.80 eV
lowest unoccupied orbital energy (spin up / spin down): -4.90 / -4.58 eV
total charge: +1

Each line ends with the natural charge from an NBO analysis.
Positions of all 57 atoms, in Å:
1 Mo 0.09 1.38 1.37  1.0426
2 O 0.50 1.08 3.16  -0.4812
3 N 1.72 0.74 3.59  -0.0096
4 C 2.02 0.91 4.89  0.0499
5 C 3.26 0.58 5.37  -0.2517
6 C 4.22 0.07 4.49  -0.1137
7 C 3.89 -0.12 3.17  -0.2289
8 C 2.61 0.22 2.70  0.0463
9 S 2.11 -0.04 1.10  0.0508
10 H 1.23 1.34 5.49  0.2507
11 H 3.49 0.73 6.41  0.2529
12 H 5.21 -0.18 4.84  0.2443
13 H 4.59 -0.51 2.45  0.2526
14 Br 3.62 -6.11 -6.47  0.1263
15 C 2.11 -5.51 -5.50  -0.0216
16 C 2.29 -5.01 -4.21  -0.2514
17 C 1.21 -4.57 -3.50  -0.1723
18 C -0.09 -4.63 -4.07  0.1180
19 C -0.25 -5.16 -5.37  -0.1376
20 C 0.84 -5.59 -6.08  -0.2526
21 N -1.13 -4.10 -3.44  -0.0922
22 N -1.21 -3.68 -2.26  -0.2038
23 C -1.31 -2.43 -1.86  0.1374
24 C -1.17 -1.33 -2.77  -0.2455
25 C -0.93 -0.06 -2.34  -0.1810
26 C -0.80 0.18 -0.96  0.2220
27 O -0.37 1.25 -0.36  -0.5202
28 C -1.08 -0.87 -0.03  0.1208
29 N -0.96 -0.49 1.27  -0.4871
30 C -1.16 -1.43 2.20  0.0897
31 C -1.46 -2.75 1.87  -0.2606
32 C -1.55 -3.14 0.55  -0.1024
33 C -1.36 -2.18 -0.44  -0.0247
34 H 3.28 -4.96 -3.78  0.2407
35 H 1.32 -4.16 -2.51  0.2321
36 H -1.24 -5.20 -5.80  0.2410
37 H 0.72 -5.97 -7.08  0.2459
38 H -1.22 -1.57 -3.82  0.2376
39 H -0.75 0.74 -3.05  0.2434
40 H -1.09 -1.10 3.23  0.2164
41 H -1.60 -3.47 2.67  0.2412
42 H -1.75 -4.16 0.26  0.2442
43 O -3.91 7.60 0.29  -0.6507
44 C -3.89 6.32 0.67  0.7754
45 O -4.90 5.70 0.82  -0.5552
46 C -2.54 5.69 0.89  -0.1862
47 C -2.55 4.31 1.13  -0.1411
48 C -1.36 3.66 1.35  -0.1644
49 C -0.14 4.35 1.28  -0.1542
50 S 1.33 3.42 1.35  -0.0035
51 C -0.14 5.73 1.09  -0.1766
52 C -1.34 6.40 0.91  -0.1580
53 H -3.04 8.00 0.19  0.4870
54 H -3.50 3.81 1.14  0.2610
55 H -1.37 2.54 1.64  0.1227
56 H 0.80 6.25 1.07  0.2283
57 H -1.30 7.47 0.79  0.2067


Formula: C27H18Cl3NO2
Source: OMol25
Level of theory: ωB97M-V/def2-TZVPD

orbital gap: 3.56 eV
lowest unoccupied orbital energy: -2.22 eV

Each line ends with the natural charge from an NBO analysis.
Positions of all 51 atoms, in Å:
1 C -4.59 -2.47 3.90  -0.1795
2 C -4.93 -1.94 2.63  -0.2056
3 C -4.08 -1.03 2.01  -0.1650
4 C -2.87 -0.60 2.62  -0.0867
5 C -2.01 0.38 1.90  0.5173
6 C -0.55 0.23 2.00  -0.1761
7 N 0.19 1.46 1.83  -0.3063
8 C -0.03 2.11 0.66  0.1636
9 C 0.79 3.14 0.20  -0.0466
10 C 1.91 3.52 1.05  -0.0278
11 C 2.78 4.53 0.59  -0.1965
12 C 2.55 5.17 -0.67  -0.1383
13 C 1.45 4.80 -1.45  -0.2058
14 C 0.59 3.80 -1.02  -0.1370
15 C 2.07 2.85 2.27  -0.1937
16 C 1.23 1.86 2.65  0.0391
17 O -2.57 1.15 1.12  -0.5358
18 C -2.57 -1.08 3.90  -0.2074
19 C -3.44 -2.02 4.55  -0.2193
20 H -5.28 -3.19 4.37  0.2245
21 H -5.83 -2.26 2.09  0.2290
22 H -4.29 -0.62 1.02  0.2461
23 H -0.28 -0.14 3.07  0.2416
24 H -0.90 1.82 0.08  0.2847
25 H 3.66 4.82 1.22  0.2307
26 H 3.27 5.97 -1.00  0.2384
27 H 1.29 5.31 -2.40  0.2381
28 H -0.25 3.49 -1.60  0.2362
29 H 2.87 3.11 2.92  0.2402
30 H 1.28 1.33 3.58  0.2291
31 H -1.66 -0.78 4.45  0.2013
32 H -3.18 -2.44 5.56  0.2246
33 Cl -0.28 -0.95 0.68  0.0934
34 C -0.43 -2.86 -1.27  -0.2315
35 Cl -1.97 -3.60 -0.82  -0.0462
36 C -0.46 -2.08 -2.42  0.3802
37 O -1.56 -1.50 -2.84  -0.7151
38 C 0.78 -1.86 -3.22  -0.1340
39 C 1.91 -2.66 -2.88  0.0118
40 C 3.09 -2.42 -3.59  -0.2440
41 C 3.15 -1.55 -4.68  -0.2081
42 C 1.99 -0.78 -5.04  -0.2492
43 C 0.79 -0.99 -4.33  -0.1650
44 C 1.86 -3.58 -1.81  -0.1503
45 Cl 3.18 -4.61 -1.50  -0.0103
46 C 0.69 -3.69 -1.06  -0.1870
47 H 4.02 -2.91 -3.37  0.2175
48 H 4.10 -1.28 -5.24  0.2090
49 H 1.98 -0.05 -5.89  0.2070
50 H -0.14 -0.45 -4.57  0.2425
51 H 0.70 -4.44 -0.25  0.2224


Formula: C27H18F3N6O2RuS2
Source: OMol25
Level of theory: ωB97M-V/def2-TZVPD

orbital gap (spin up / spin down): 4.67 / 6.83 eV
energy above the lowest of the compared OMol25 structures with the same formula, charge and spin: 17.5 kJ/mol
lowest unoccupied orbital energy (spin up / spin down): 4.17 / 3.47 eV
total charge: -2
spin multiplicity: 6

Each line ends with the natural charge from an NBO analysis.
Positions of all 59 atoms, in Å:
1 Ru -0.33 0.08 -0.21  1.0396
2 C -0.37 5.10 -0.15  -0.6512
3 C -0.72 3.63 -0.12  -0.1694
4 S 0.56 2.53 -0.17  -0.1010
5 C -2.05 3.22 -0.08  -0.2117
6 C -3.18 4.22 -0.07  -0.6519
7 S -2.48 1.59 -0.06  0.0738
8 H 0.71 5.22 -0.21  0.2244
9 H -0.72 5.61 0.75  0.2074
10 H -0.82 5.60 -1.01  0.2121
11 H -2.85 5.24 0.14  0.1983
12 H -3.93 3.94 0.66  0.2240
13 H -3.68 4.23 -1.05  0.2240
14 C 4.60 0.86 -0.85  -0.2875
15 C 5.06 -0.38 -0.45  -0.1672
16 C 4.16 -1.39 -0.19  -0.2516
17 C 2.78 -1.14 -0.34  0.2216
18 N 2.35 0.08 -0.64  -0.4470
19 C 3.23 1.05 -0.91  0.0585
20 C 1.76 -2.20 -0.17  -0.0692
21 C 2.19 -3.53 -0.11  -0.2077
22 C 1.30 -4.57 0.06  -0.2557
23 C -0.05 -4.26 0.19  -0.1883
24 C -0.48 -2.95 0.11  -0.2608
25 C 0.39 -1.87 -0.11  -0.1358
26 H 5.26 1.68 -1.08  0.2087
27 H 6.13 -0.57 -0.35  0.2011
28 H 4.51 -2.35 0.13  0.2096
29 H 2.81 2.01 -1.17  0.2195
30 H 3.24 -3.77 -0.23  0.1865
31 H 1.65 -5.59 0.10  0.1931
32 H -0.78 -5.05 0.35  0.1974
33 H -1.54 -2.75 0.20  0.2522
34 N 0.29 -0.68 7.23  -0.4765
35 C 0.19 -0.54 6.08  0.2865
36 C 0.06 -0.36 4.70  -0.2964
37 C -1.11 -0.75 3.98  -0.2365
38 C -1.19 -0.56 2.64  -0.0025
39 N -0.19 0.01 1.90  -0.5572
40 C 0.95 0.37 2.57  -0.0102
41 C 1.11 0.21 3.91  -0.2365
42 H -1.95 -1.19 4.49  0.2079
43 H -2.08 -0.84 2.08  0.2304
44 H 1.73 0.81 1.97  0.1989
45 H 2.04 0.53 4.36  0.2043
46 F -5.71 -2.12 -1.43  -0.3342
47 C -4.66 -2.08 -0.59  0.8697
48 F -4.30 -3.37 -0.38  -0.3470
49 F -5.12 -1.62 0.58  -0.3370
50 C -3.44 -1.25 -1.13  0.7002
51 O -3.50 -0.87 -2.29  -0.6502
52 O -2.58 -1.09 -0.23  -0.7746
53 N -0.31 0.08 -2.26  -0.4313
54 C -0.14 0.15 -3.40  0.4823
55 C 0.08 0.25 -4.76  -0.5918
56 C -0.34 1.40 -5.46  0.3293
57 N -0.66 2.35 -6.05  -0.4253
58 C 0.78 -0.77 -5.45  0.3273
59 N 1.36 -1.58 -6.02  -0.4256


Formula: C27H18F5IrN5S3
Source: OMol25
Level of theory: ωB97M-V/def2-TZVPD

orbital gap (spin up / spin down): 5.31 / 4.13 eV
energy above the lowest of the compared OMol25 structures with the same formula, charge and spin: 140.6 kJ/mol
lowest unoccupied orbital energy (spin up / spin down): -6.51 / -9.71 eV
total charge: +2
spin multiplicity: 6

Each line ends with the natural charge from an NBO analysis.
Positions of all 59 atoms, in Å:
1 Ir 0.49 -0.67 -0.27  1.1343
2 S -0.28 2.92 -1.27  0.5705
3 C 0.26 1.95 -2.51  -0.1965
4 N 0.46 0.61 -2.50  -0.5195
5 C 0.82 0.19 -3.73  0.2995
6 C 1.04 -1.16 -4.11  -0.2235
7 C 1.45 -1.41 -5.37  -0.1550
8 C 1.64 -0.35 -6.32  -0.0460
9 C 1.39 0.97 -6.01  -0.2378
10 C 0.98 1.24 -4.71  -0.1818
11 S 0.60 2.76 -4.03  0.5644
12 H 0.85 -1.96 -3.41  0.2514
13 H 1.63 -2.43 -5.69  0.2496
14 H 1.97 -0.60 -7.33  0.2537
15 H 1.50 1.76 -6.74  0.2643
16 F 2.64 -1.22 1.93  -0.3126
17 C 1.51 -1.86 2.29  0.3146
18 C 0.40 -1.79 1.46  -0.5149
19 C -0.74 -2.45 1.89  0.3308
20 F -1.85 -2.41 1.13  -0.3130
21 C -0.80 -3.14 3.08  0.2583
22 F -1.90 -3.75 3.48  -0.2666
23 C 0.34 -3.18 3.88  0.3256
24 F 0.30 -3.82 5.02  -0.2521
25 C 1.50 -2.53 3.49  0.2977
26 F 2.58 -2.58 4.26  -0.2737
27 S -3.60 2.17 3.80  0.3295
28 C -2.48 1.71 2.51  -0.0683
29 C -1.11 1.97 2.59  -0.2487
30 C -0.28 1.58 1.57  0.0443
31 N -0.74 0.90 0.46  -0.5717
32 C -2.08 0.67 0.38  0.0318
33 C -2.95 1.03 1.38  -0.2316
34 C -3.57 3.94 3.50  -0.1580
35 C -2.66 4.75 4.14  -0.2652
36 C -2.73 6.12 3.91  0.0498
37 N -3.63 6.69 3.11  -0.3759
38 C -4.52 5.88 2.51  0.0500
39 C -4.53 4.50 2.67  -0.2601
40 H -0.70 2.50 3.44  0.2601
41 H 0.78 1.76 1.61  0.2283
42 H -2.43 0.16 -0.51  0.2251
43 H -4.01 0.80 1.28  0.2626
44 H -1.92 4.34 4.82  0.2324
45 H -2.03 6.79 4.40  0.2125
46 H -5.25 6.36 1.87  0.2122
47 H -5.27 3.88 2.18  0.2356
48 C 3.32 -5.29 -1.83  -0.4089
49 N 3.02 -3.86 -1.66  -0.3019
50 C 3.93 -2.83 -1.73  -0.0523
51 C 3.24 -1.69 -1.47  -0.0892
52 N 1.91 -2.03 -1.24  -0.5938
53 C 1.82 -3.34 -1.36  0.2088
54 H 4.06 -5.41 -2.62  0.2342
55 H 2.42 -5.83 -2.10  0.2303
56 H 3.72 -5.71 -0.91  0.2356
57 H 4.98 -2.99 -1.95  0.2529
58 H 3.60 -0.68 -1.42  0.2341
59 H 0.93 -3.93 -1.23  0.2339


Formula: C27H19BBr3F4FeN7O3Se
Source: OMol25
Level of theory: ωB97M-V/def2-TZVPD

orbital gap (spin up / spin down): 6.34 / 6.31 eV
energy above the lowest of the compared OMol25 structures with the same formula, charge and spin: 3.2 kJ/mol
lowest unoccupied orbital energy (spin up / spin down): 3.72 / 3.72 eV
total charge: -2

Each line ends with the natural charge from an NBO analysis.
Positions of all 66 atoms, in Å:
1 Fe -0.10 0.71 1.22  1.1245
2 Br 0.12 -5.41 -5.16  0.0138
3 C -0.99 -3.87 -5.04  -0.1061
4 C -1.26 -3.13 -6.19  -0.2455
5 C -2.09 -2.03 -6.09  -0.2417
6 C -2.64 -1.63 -4.87  0.1691
7 C -2.35 -2.39 -3.74  -0.2550
8 C -1.54 -3.51 -3.82  -0.2170
9 N -3.57 -0.57 -4.96  -0.3076
10 N -4.00 0.10 -3.98  -0.1165
11 C -3.34 0.34 -2.79  -0.0840
12 C -4.23 0.68 -1.75  -0.0940
13 C -3.86 0.82 -0.43  -0.3677
14 C -2.51 0.67 -0.05  0.4723
15 O -2.09 0.70 1.13  -0.6259
16 C -1.54 0.50 -1.15  0.0765
17 N -0.25 0.51 -0.76  -0.3866
18 C 0.71 0.34 -1.65  0.0507
19 C 0.41 0.25 -3.02  -0.2432
20 C -0.89 0.26 -3.44  -0.1687
21 C -1.94 0.33 -2.49  -0.0081
22 H -0.83 -3.42 -7.14  0.2147
23 H -2.34 -1.45 -6.97  0.2165
24 H -2.76 -2.12 -2.77  0.2371
25 H -1.32 -4.08 -2.93  0.2317
26 H -5.27 0.78 -2.04  0.2120
27 H -4.59 1.03 0.34  0.2160
28 H 1.72 0.28 -1.27  0.2474
29 H 1.22 0.17 -3.73  0.2152
30 H -1.12 0.22 -4.49  0.2155
31 Br -0.15 -4.35 1.54  0.0243
32 C -0.11 -3.02 2.89  -0.2271
33 C -0.08 -3.42 4.23  -0.2051
34 C -0.08 -2.50 5.24  -0.1410
35 Br -0.06 -3.11 7.05  -0.0172
36 C -0.11 -1.11 4.96  -0.1116
37 C -0.15 -0.06 5.91  -0.1486
38 C -0.20 1.23 5.48  -0.2592
39 C -0.18 1.52 4.11  0.0991
40 N -0.12 0.57 3.21  -0.4082
41 C -0.11 -0.73 3.60  0.0982
42 C -0.13 -1.68 2.50  0.4475
43 O -0.19 -1.23 1.32  -0.6913
44 H -0.06 -4.47 4.46  0.2239
45 H -0.15 -0.31 6.96  0.2142
46 H -0.25 2.05 6.19  0.2104
47 H -0.17 2.54 3.73  0.2374
48 C 4.01 3.01 -0.43  -0.4208
49 N 2.83 2.96 0.41  -0.6323
50 C 2.85 2.88 1.76  0.8195
51 N 4.03 3.28 2.38  -0.8554
52 O 1.86 2.55 2.40  -0.6844
53 H 3.69 3.00 -1.47  0.2053
54 H 4.66 2.15 -0.27  0.2108
55 H 4.56 3.94 -0.26  0.1811
56 H 1.97 2.61 0.01  0.4156
57 H 4.86 2.97 1.90  0.3793
58 H 4.02 2.96 3.34  0.3858
59 Se -0.21 5.75 1.04  -0.4024
60 C -0.34 3.95 0.85  0.1698
61 N -0.43 2.80 0.71  -0.6253
62 F 4.30 0.53 1.53  -0.5825
63 B 3.45 -0.37 0.87  1.3634
64 F 3.72 -0.33 -0.52  -0.5811
65 F 3.60 -1.65 1.37  -0.5591
66 F 2.09 0.05 1.04  -0.5781


Formula: C27H19Cl56F3Ga
Source: OMol25
Level of theory: ωB97M-V/def2-TZVPD

orbital gap: 6.27 eV
energy above the lowest of the compared OMol25 structures with the same formula, charge and spin: 0.0 kJ/mol
lowest unoccupied orbital energy: 1.08 eV
total charge: -1

Each line ends with the Löwdin charge.
Positions of all 106 atoms, in Å:
1 C 3.22 -0.50 0.54  -0.1217
2 C 3.83 -0.65 -0.89  -0.2602
3 C 3.19 -1.79 -1.70  -0.2090
4 C 1.63 -1.61 -1.87  -0.2036
5 C 0.85 -2.72 -1.13  -0.3002
6 C -0.59 -2.95 -1.68  -0.2697
7 Ga -1.83 -1.68 -0.63  0.4802
8 C -1.18 0.20 -1.15  -0.2367
9 C -0.69 1.14 -0.24  -0.1170
10 C -0.23 2.37 -0.72  -0.1012
11 C -0.28 2.62 -2.08  -0.2030
12 C -0.78 1.71 -3.01  -0.2747
13 C -1.23 0.48 -2.51  -0.1439
14 C -1.73 -2.01 1.42  -0.5769
15 F -0.58 -1.47 1.99  -0.0075
16 F -1.66 -3.35 1.71  -0.0594
17 F -2.75 -1.47 2.14  0.0227
18 H 2.44 -1.26 0.69  0.0502
19 H 2.75 0.49 0.65  0.0726
20 H 4.00 -0.64 1.30  -0.0130
21 H 3.78 0.32 -1.40  0.1043
22 H 4.91 -0.86 -0.79  0.0419
23 H 3.39 -2.77 -1.25  0.1035
24 H 3.65 -1.78 -2.70  0.0959
25 H 1.40 -0.60 -1.52  0.0977
26 H 1.44 -1.63 -2.95  0.0701
27 H 1.43 -3.65 -1.23  0.0697
28 H 0.80 -2.43 -0.07  0.0723
29 H -0.62 -2.59 -2.72  0.0069
30 H -0.92 -3.99 -1.66  -0.0213
31 H -3.37 -1.78 -1.13  -0.0484
32 H -0.65 0.92 0.83  0.0903
33 H 0.17 3.07 0.02  0.0961
34 H 0.09 3.58 -2.44  0.0361
35 H -0.82 1.85 -4.08  0.0281
36 H -1.62 -0.28 -3.20  0.0779
37 C -3.91 3.38 -4.98  -1.9775
38 Cl -3.08 2.86 -6.46  0.5203
39 Cl -5.30 2.32 -4.67  0.4818
40 Cl -2.80 3.27 -3.61  0.6443
41 Cl -4.48 5.05 -5.18  0.4967
42 C 8.54 -0.24 -1.11  -2.0496
43 Cl 7.48 0.50 0.09  0.5228
44 Cl 7.57 -1.16 -2.27  0.5408
45 Cl 9.44 1.02 -1.97  0.5157
46 Cl 9.69 -1.33 -0.31  0.5042
47 C 5.26 -2.09 3.95  -2.0277
48 Cl 6.38 -2.11 2.58  0.5153
49 Cl 3.61 -1.99 3.35  0.5938
50 Cl 5.46 -3.57 4.90  0.5179
51 Cl 5.61 -0.69 4.97  0.4872
52 C 7.33 1.48 7.95  -2.0125
53 Cl 8.53 1.40 6.65  0.4780
54 Cl 7.46 0.04 8.97  0.5238
55 Cl 7.62 2.93 8.93  0.5014
56 Cl 5.71 1.56 7.24  0.4981
57 C -0.92 -6.69 0.21  -2.0267
58 Cl -1.31 -7.85 1.50  0.5056
59 Cl -0.70 -7.57 -1.31  0.4960
60 Cl -2.24 -5.54 0.04  0.5999
61 Cl 0.57 -5.84 0.62  0.5614
62 C 4.64 2.40 11.58  -2.0348
63 Cl 3.52 2.83 12.89  0.5235
64 Cl 5.84 1.25 12.18  0.4839
65 Cl 3.74 1.67 10.25  0.5271
66 Cl 5.46 3.86 11.01  0.4958
67 C 5.14 -2.97 13.25  -2.0501
68 Cl 4.39 -3.91 14.56  0.5175
69 Cl 4.37 -1.39 13.14  0.4944
70 Cl 6.86 -2.77 13.59  0.5136
71 Cl 4.93 -3.83 11.72  0.5270
72 C 11.55 1.85 3.67  -2.0385
73 Cl 10.84 1.29 2.15  0.5151
74 Cl 10.87 0.91 5.01  0.4852
75 Cl 13.30 1.63 3.62  0.5213
76 Cl 11.18 3.56 3.90  0.5272
77 C -9.11 3.31 -3.38  -2.0322
78 Cl -10.32 4.30 -4.22  0.4889
79 Cl -8.93 1.76 -4.22  0.5246
80 Cl -7.56 4.15 -3.37  0.5038
81 Cl -9.65 3.02 -1.72  0.5202
82 C 0.19 5.37 -6.11  -2.0220
83 Cl -0.04 4.19 -4.82  0.5903
84 Cl 0.38 4.53 -7.66  0.5161
85 Cl -1.21 6.44 -6.19  0.5121
86 Cl 1.64 6.33 -5.78  0.5188
87 C -13.84 4.76 -1.99  -2.0364
88 Cl -14.12 3.58 -0.71  0.5273
89 Cl -13.60 3.91 -3.52  0.4736
90 Cl -15.24 5.83 -2.13  0.5101
91 Cl -12.40 5.71 -1.60  0.5182
92 C -16.92 1.79 -5.16  -2.0473
93 Cl -15.82 1.76 -6.55  0.5212
94 Cl -18.59 1.83 -5.74  0.5154
95 Cl -16.68 0.33 -4.18  0.5242
96 Cl -16.59 3.22 -4.18  0.4866
97 C -3.68 -2.45 -5.55  -2.0320
98 Cl -4.40 -3.07 -7.05  0.5028
99 Cl -4.32 -3.34 -4.17  0.5303
100 Cl -1.92 -2.65 -5.62  0.4882
101 Cl -4.07 -0.73 -5.38  0.4973
102 C 1.45 -4.73 -5.66  -2.0377
103 Cl 0.71 -5.38 -7.14  0.5130
104 Cl 0.81 -5.58 -4.26  0.5334
105 Cl 3.21 -4.94 -5.74  0.5144
106 Cl 1.07 -3.01 -5.53  0.5090